No. 1
Formula: C43H43F7O3S
Source: the OMol25 dataset
Level of theory: ωB97M-V/def2-TZVPD

The geometry in XYZ format:
```
97
Properties=species:S:1:pos:R:3:lowdin_charge:R:1
C -2.476 -0.389 1.371 -0.041
C -1.636 0.850 1.113 -0.350
C -0.680 0.681 -0.054 -0.134
C -0.060 2.013 -0.446 -0.175
O 0.052 2.883 0.700 -0.212
S -1.331 3.475 1.195 0.619
O -1.671 4.617 0.428 -0.240
O -1.181 3.605 2.603 -0.255
C -2.455 2.122 0.846 -0.300
C -3.729 2.327 1.655 -0.130
C -4.960 1.842 0.910 -0.182
F -4.879 2.177 -0.432 -0.042
H -3.363 -0.438 0.754 0.060
H -1.861 -1.271 1.233 0.089
H -2.788 -0.400 2.408 0.080
H -1.059 1.063 2.010 0.141
H -1.243 0.348 -0.925 0.132
H 0.073 -0.074 0.144 0.114
H 0.936 1.862 -0.832 0.103
H -0.641 2.509 -1.214 0.125
H -2.668 2.162 -0.217 0.131
H -3.659 1.842 2.619 0.122
H -3.853 3.388 1.846 0.113
H -5.095 0.771 1.016 0.092
H -5.839 2.325 1.323 0.111
F 2.505 0.864 -2.009 0.041
C 3.012 -0.363 -1.739 -0.282
C 3.211 -0.720 -0.423 -0.023
C 3.721 -1.982 -0.151 -0.076
C 4.029 -2.851 -1.187 -0.101
C 3.822 -2.462 -2.503 -0.084
C 3.304 -1.209 -2.789 -0.011
H 2.973 -0.021 0.369 0.118
H 3.880 -2.283 0.876 0.106
H 4.432 -3.830 -0.969 0.100
H 4.066 -3.137 -3.311 0.108
H 3.127 -0.886 -3.806 0.119
F 6.873 -2.810 -2.432 0.053
C 7.361 -4.036 -2.152 -0.292
C 7.552 -4.388 -0.830 -0.025
C 8.045 -5.653 -0.548 -0.082
C 8.341 -6.536 -1.577 -0.091
C 8.145 -6.156 -2.896 -0.092
C 7.645 -4.896 -3.192 -0.019
H 7.320 -3.680 -0.047 0.117
H 8.199 -5.948 0.481 0.104
H 8.728 -7.520 -1.350 0.102
H 8.379 -6.839 -3.698 0.101
H 7.479 -4.578 -4.212 0.115
F -7.815 3.784 0.619 0.048
C -7.633 5.118 0.734 -0.288
C -6.863 5.763 -0.212 -0.014
C -6.688 7.134 -0.097 -0.081
C -7.282 7.832 0.946 -0.097
C -8.053 7.156 1.880 -0.086
C -8.232 5.784 1.781 -0.019
H -6.408 5.197 -1.013 0.119
H -6.087 7.658 -0.828 0.105
H -7.143 8.901 1.029 0.100
H -8.515 7.695 2.696 0.104
H -8.830 5.237 2.498 0.118
F -5.285 -1.309 2.481 0.043
C -5.981 -2.337 1.945 -0.280
C -6.894 -3.002 2.736 -0.015
C -7.608 -4.053 2.181 -0.081
C -7.398 -4.424 0.860 -0.095
C -6.471 -3.738 0.088 -0.080
C -5.754 -2.682 0.629 -0.017
H -7.038 -2.698 3.763 0.118
H -8.332 -4.583 2.784 0.105
H -7.957 -5.245 0.433 0.102
H -6.304 -4.025 -0.941 0.106
H -5.030 -2.131 0.042 0.110
F -6.659 5.520 6.562 0.045
C -5.538 4.938 6.076 -0.288
C -4.750 5.649 5.193 -0.015
C -3.607 5.049 4.693 -0.075
C -3.268 3.761 5.077 -0.103
C -4.074 3.068 5.969 -0.082
C -5.224 3.657 6.478 -0.023
H -5.034 6.649 4.904 0.115
H -2.973 5.587 4.000 0.110
H -2.371 3.309 4.679 0.085
H -3.812 2.062 6.269 0.103
H -5.868 3.139 7.176 0.115
F 10.457 -5.688 -4.669 0.050
C 11.178 -4.832 -5.425 -0.280
C 10.518 -4.022 -6.325 -0.018
C 11.263 -3.142 -7.096 -0.083
C 12.643 -3.088 -6.961 -0.097
C 13.281 -3.916 -6.049 -0.083
C 12.548 -4.797 -5.269 -0.016
H 9.442 -4.083 -6.418 0.113
H 10.762 -2.495 -7.803 0.105
H 13.219 -2.401 -7.565 0.101
H 14.357 -3.878 -5.942 0.105
H 13.023 -5.448 -4.547 0.118
```

Calculated values
HOMO = -0.3309 hartree
Orbital gap = 9.647 eV
Max |F| = 0.9 eV/A
Total charge = 0
Multiplicity = 1

No. 2
Formula: C22H23Br2N4OS2V
Source: the OMol25 dataset
Level of theory: ωB97M-V/def2-TZVPD

The geometry in XYZ format:
```
55
Properties=species:S:1:pos:R:3:lowdin_charge:R:1
V -0.152 -0.243 0.107 0.875
C -1.735 0.304 3.141 0.000
C -0.266 0.030 3.223 -0.262
C 0.405 0.074 4.453 0.027
C 1.752 -0.159 4.528 0.036
C 2.480 -0.458 3.361 -0.166
C 3.876 -0.726 3.291 -0.605
Br 4.925 -0.692 4.849 0.876
C 4.465 -1.011 2.091 -0.130
C 3.701 -1.053 0.906 -0.593
Br 4.536 -1.455 -0.727 0.870
C 2.356 -0.810 0.927 -0.379
O 1.534 -0.838 -0.144 -0.231
C 1.753 -0.495 2.164 -0.133
N 0.400 -0.246 2.101 0.047
H -2.149 0.490 4.128 0.098
H -2.256 -0.548 2.706 0.084
H -1.923 1.186 2.525 0.085
H -0.162 0.299 5.346 0.131
H 2.267 -0.118 5.479 0.104
H 5.525 -1.213 2.044 0.112
C 2.674 2.178 -1.117 -0.031
N 1.663 2.040 -2.168 -0.168
C 2.207 1.590 -3.454 -0.006
C 0.363 2.167 -1.945 -0.619
S -0.259 2.023 -0.287 0.773
N -0.479 2.475 -2.926 -0.174
C -0.066 3.284 -4.082 -0.008
C -1.928 2.300 -2.814 -0.044
H 3.538 2.680 -1.548 0.113
H 2.990 1.200 -0.756 0.059
H 2.299 2.775 -0.292 0.077
H 2.940 0.813 -3.240 0.103
H 2.702 2.398 -3.991 0.109
H 1.424 1.164 -4.074 0.098
H 0.890 3.761 -3.890 0.099
H -0.813 4.064 -4.221 0.110
H -0.010 2.694 -4.995 0.107
H -2.165 1.411 -2.237 0.054
H -2.328 2.178 -3.817 0.108
H -2.392 3.172 -2.350 0.109
S -4.760 -0.750 0.033 1.179
C -3.238 -0.009 0.103 -0.478
N -2.204 -0.811 0.023 -0.099
C -2.611 -2.138 -0.107 -0.308
C -1.767 -3.244 -0.220 -0.012
C -2.340 -4.489 -0.337 -0.038
C -3.734 -4.645 -0.341 -0.037
C -4.579 -3.561 -0.230 -0.048
C -3.996 -2.300 -0.112 -0.435
H -3.142 1.063 0.207 0.078
H -0.687 -3.122 -0.215 0.110
H -1.711 -5.364 -0.427 0.123
H -4.157 -5.636 -0.435 0.124
H -5.653 -3.683 -0.236 0.126
```

Calculated values
⟨S²⟩ = 2.02
HOMO (alpha / beta) = -0.5035 / -0.5036 hartree
Orbital gap (alpha / beta) = 6.853 / 7.291 eV
Energy relative to the best compared isomer or geometry (same formula, charge and spin) = 9.8 kJ/mol
Max |F| = 0.7 eV/A
Total charge = +2
Multiplicity = 3

No. 3
Formula: C8H10CuN2Se
Source: the OMol25 dataset
Level of theory: ωB97M-V/def2-TZVPD

The geometry in XYZ format:
```
22
Properties=species:S:1:pos:R:3:lowdin_charge:R:1
C -0.619 0.987 -2.134 -0.226
C 0.758 0.899 -1.767 -0.241
C 0.931 1.613 -0.532 -0.251
C -0.349 2.135 -0.153 -0.225
C -1.294 1.745 -1.136 -0.228
Cu 0.097 -0.407 0.157 0.139
N -1.601 -1.147 0.446 -0.109
C -0.134 -2.095 -0.567 -0.360
C 1.295 -1.788 -0.562 -0.220
H 1.886 1.774 -0.023 0.076
H 1.554 0.407 -2.329 0.064
H -0.549 2.748 0.730 0.071
H -2.351 2.022 -1.152 0.056
H -1.055 0.583 -3.051 0.055
H 1.750 -1.534 -1.531 0.016
H -0.285 -3.030 0.003 0.058
H -2.150 -0.980 -0.424 -0.087
H 1.877 -2.258 0.245 0.025
H -0.562 -2.209 -1.576 0.067
Se 0.030 0.002 4.849 0.263
C 0.284 0.189 3.116 -0.963
N 0.487 0.343 1.956 0.019
```

Calculated values
⟨S²⟩ = 0.78
HOMO (alpha / beta) = 0.0231 / 0.0251 hartree
Orbital gap (alpha / beta) = 4.546 / 4.491 eV
Energy relative to the best compared isomer or geometry (same formula, charge and spin) = 0.0 kJ/mol
Max |F| = 4.2 eV/A
Total charge = -2
Multiplicity = 2

Look up the max |F| of the first one. 0.9 eV/A